# C43H44N2O5PS2SiTl

A molecular structure, C43H44N2O5PS2SiTl (wB97M-V/def2-TZVPD, the Open Molecules 2025 dataset).

Summary:
Net charge   -2

CARTESIAN COORDINATES (ANGSTROEM)
Tl1 -0.203 1.744 -0.757
C1 3.738 -3.294 3.989
C2 2.689 -2.252 3.700
C3 2.591 -1.676 2.437
C4 1.605 -0.744 2.142
C5 0.699 -0.381 3.130
C6 0.787 -0.933 4.399
C7 1.781 -1.860 4.679
S1 -0.700 0.708 2.744
O1 -2.032 -2.167 2.134
O2 -0.931 1.433 4.027
N1 -0.016 1.618 1.583
C8 0.864 2.626 1.823
C9 1.514 2.956 3.032
C10 2.369 4.033 3.032
C11 2.578 4.783 1.870
C12 1.903 4.388 0.731
N2 1.089 3.343 0.714
H1 4.631 -3.129 3.385
H2 3.366 -4.296 3.759
H3 4.028 -3.282 5.041
H4 3.303 -1.952 1.666
H5 1.570 -0.274 1.162
H6 0.080 -0.620 5.157
H7 1.852 -2.290 5.674
H8 1.315 2.383 3.925
H9 2.882 4.302 3.949
H10 3.235 5.642 1.856
H11 1.986 4.925 -0.208
O3 -4.284 2.082 -1.540
C13 -3.355 2.507 -0.842
O4 -2.510 1.794 -0.208
C14 -3.242 4.014 -0.672
C15 -4.334 4.652 -0.089
C16 -4.356 6.020 0.126
C17 -3.259 6.776 -0.269
C18 -2.173 6.157 -0.863
C19 -2.133 4.772 -1.087
S2 -0.730 4.128 -1.945
H12 -5.184 4.040 0.191
H13 -5.216 6.491 0.589
H14 -3.248 7.850 -0.115
H15 -1.317 6.743 -1.175
C20 1.853 -2.605 -1.088
C21 0.940 -3.605 -0.436
C22 1.449 -4.848 -0.066
C23 0.636 -5.843 0.454
C24 -0.723 -5.607 0.599
C25 -1.244 -4.371 0.245
C26 -0.432 -3.353 -0.252
P1 -1.069 -1.656 -0.638
C27 -2.837 -1.805 -0.144
C28 -3.043 -1.951 1.241
C29 -4.311 -1.928 1.803
C30 -5.409 -1.740 0.989
C31 -5.233 -1.585 -0.374
C32 -3.968 -1.612 -0.957
C33 -3.904 -1.395 -2.445
C34 -0.876 -1.715 -2.465
C35 -0.769 -2.951 -3.112
C36 -0.409 -3.053 -4.442
C37 -0.117 -1.889 -5.150
C38 -0.237 -0.664 -4.527
C39 -0.652 -0.531 -3.189
C40 -0.890 0.838 -2.690
H16 2.895 -2.827 -0.853
H17 1.650 -1.569 -0.808
H18 1.741 -2.648 -2.176
H19 2.510 -5.034 -0.198
H20 1.061 -6.796 0.744
H21 -1.376 -6.375 0.996
H22 -2.304 -4.187 0.366
H23 -1.186 -1.835 1.800
H24 -4.397 -2.025 2.877
H25 -6.402 -1.687 1.421
H26 -6.089 -1.408 -1.013
H27 -4.908 -1.471 -2.862
H28 -3.260 -2.112 -2.949
H29 -3.553 -0.384 -2.657
H30 -0.955 -3.859 -2.552
H31 -0.341 -4.026 -4.914
H32 0.191 -1.940 -6.188
H33 -0.028 0.242 -5.083
H34 -1.944 1.013 -2.476
H35 -0.549 1.588 -3.398
C41 4.337 1.513 0.520
Si1 3.349 1.113 -1.039
C42 4.293 -0.290 -1.896
C43 3.562 2.607 -2.184
O5 1.837 0.695 -0.743
H36 5.370 1.777 0.273
H37 4.356 0.664 1.210
H38 3.887 2.357 1.051
H39 5.318 0.013 -2.132
H40 3.797 -0.568 -2.831
H41 4.341 -1.185 -1.270
H42 4.485 2.527 -2.764
H43 3.601 3.539 -1.617
H44 2.726 2.686 -2.886



# C10H16

2 unconnected molecules or ions with the total composition C10H16 in a non-equilibrium geometry (wB97M-V/def2-TZVPD, the Open Molecules 2025 dataset).

CARTESIAN COORDINATES (ANGSTROEM)
C1 0.499 1.887 0.598
C2 -0.581 2.823 1.149
C3 0.031 0.982 -0.538
C4 0.727 0.964 -1.742
C5 -1.228 0.367 -0.470
C6 0.257 0.251 -2.831
C7 -1.705 -0.277 -1.601
C8 -0.942 -0.451 -2.747
H1 1.383 2.457 0.320
H2 0.736 1.145 1.363
H3 -1.611 2.648 0.823
H4 1.627 1.566 -1.812
H5 -1.763 0.355 0.474
H6 0.693 0.227 -3.824
H7 -2.621 -0.815 -1.464
H8 -1.332 -1.010 -3.580
H9 -0.444 3.868 0.859
H10 -0.621 2.743 2.231
C9 0.658 -1.774 1.290
C10 1.012 -3.156 1.859
H11 1.572 -1.342 0.878
H12 -0.006 -1.812 0.428
H13 0.272 -1.095 2.053
H14 0.955 -3.136 2.958
H15 2.052 -3.391 1.640
H16 0.377 -4.023 1.685



Record-wise relative energy (zero: lowest compared OMol25 entry of this formula, charge and spin) values, in eV: 0.000; 0.809
Record-wise gap between HOMO and LUMO values, in eV: 6.13; 9.90